Below is a single C14H15F4NO3 molecule, with properties calculated with wB97M-V/def2-TZVPD.

Structure (XYZ):
```
37
C14H15F4NO3 wB97M-V/def2-TZVPD
O 0.473 -0.681 2.003
C -0.724 -0.520 1.881
N -1.341 0.657 2.117
H -2.323 0.750 1.911
C -0.608 1.877 2.389
C -0.618 2.804 1.200
C -0.200 2.334 -0.040
C -0.214 3.164 -1.145
C -0.642 4.476 -1.022
C -1.058 4.951 0.210
C -1.050 4.118 1.315
H -1.376 4.492 2.275
H -1.392 5.973 0.311
H -0.651 5.126 -1.884
H 0.113 2.790 -2.104
H 0.139 1.312 -0.129
H -1.038 2.371 3.265
H 0.417 1.569 2.619
C -1.661 -1.639 1.445
H -2.008 -1.413 0.434
H -2.526 -1.687 2.108
C -0.905 -2.964 1.456
C 0.416 -2.868 0.730
O 1.418 -3.447 1.028
O 0.301 -2.105 -0.390
C 1.460 -1.963 -1.176
H 1.613 -0.901 -1.388
C 1.286 -2.708 -2.501
F 0.996 -4.015 -2.300
F 0.235 -2.212 -3.206
C 2.534 -2.622 -3.408
F 3.612 -3.106 -2.768
F 2.793 -1.331 -3.697
H 2.391 -3.178 -4.347
H 2.321 -2.383 -0.639
H -0.688 -3.280 2.477
H -1.495 -3.743 0.967
```

## Properties
HOMO: -9.34 eV
frontier orbital gap: 9.99 eV
SMILES string: O=C(CCC(=O)OCC(F)(F)C(F)F)NCc1ccccc1
LUMO level: 0.66 eV
2S+1: 1
charge: 0